(1)
The following is a DFT calculation (ωB97M-V with the def2-TZVPD basis set) of a cluster of 11 separate species, C19H60N8O11 in total in a non-equilibrium geometry.

As for the spin multiplicity: 1. The calculation puts the total energy at -55113.2353 eV. As for the SMILES: NC(N)=O.NC(N)=O.NC(N)=O.NC(N)=O.CC(C)O.CC(C)O.CC(C)O.CC(C)O.CO.CO.CO. The calculation puts the HOMO energy at -8.2 eV.

Structure (XYZ):
```
98
Properties=species:S:1:pos:R:3:mulliken_charge:R:1
O -0.955 -2.199 3.237 -0.676
O 2.678 -0.352 -3.624 -0.805
O -2.453 -0.593 -3.741 -0.424
O 3.880 -1.139 4.027 -0.754
O -2.936 0.650 1.181 -0.625
O 1.584 1.368 3.248 -0.921
O 1.781 2.395 -2.124 -0.617
O -3.486 0.881 -1.619 -0.548
O -2.198 -4.771 0.067 -0.670
O 1.663 -3.372 0.040 -0.891
O 0.408 -0.119 0.797 3.976
N 1.952 -0.178 -1.376 0.466
N 3.232 -0.506 1.857 -0.280
N 4.646 -2.088 1.955 -0.307
N 0.500 -0.826 4.400 -0.152
N -0.903 0.216 3.088 -0.327
N 1.955 -2.180 -2.286 0.036
N 0.499 -4.552 1.779 -0.350
N 1.485 -2.725 2.231 0.072
C -3.024 -3.040 1.050 -1.531
C -0.498 -1.486 -4.136 -0.777
C -2.916 2.025 1.371 -0.316
C 2.320 2.590 1.461 -1.409
C 2.243 -0.927 -2.437 -0.097
C 1.617 2.531 2.799 0.812
C 3.952 -1.232 2.645 0.396
C -2.559 -2.968 -1.414 -1.678
C 1.207 -3.533 1.299 0.009
C 0.189 3.015 2.516 -2.077
C -0.617 -0.654 -0.021 2.557
C -0.503 -0.935 3.595 0.297
C -2.151 -3.526 -0.052 3.678
C -1.392 -0.263 -4.298 0.041
C -0.023 3.328 -1.052 -0.063
C -3.478 2.177 -2.122 -0.284
C 1.084 3.431 -2.102 -0.014
C -0.675 0.911 -3.585 -0.360
C 1.905 4.710 -1.937 -1.603
H -1.312 -1.237 0.611 -0.431
H -0.348 2.329 -0.868 -0.877
H 0.286 1.125 -4.054 0.690
H 2.575 2.598 -1.602 0.299
H -0.855 -2.295 -4.741 0.440
H 0.254 4.048 2.136 0.597
H 1.877 2.012 0.670 -0.164
H -0.466 0.698 -2.571 -0.677
H -0.483 -1.743 -3.113 -0.349
H -1.777 0.193 2.575 0.267
H 0.121 -5.108 1.002 0.368
H 1.326 5.627 -2.141 0.417
H 2.700 4.654 -2.706 0.431
H -0.241 -1.469 -0.665 -0.684
H -3.037 -1.989 1.005 -0.009
H -4.321 2.737 -1.830 0.376
H -2.246 -5.060 0.950 0.497
H -2.402 2.294 2.319 0.225
H 1.584 -0.430 -0.419 -0.886
H -2.539 2.570 -1.684 -0.107
H 2.665 0.300 2.231 -0.481
H 2.061 -1.943 1.974 0.204
H 0.628 -1.381 -4.453 0.259
H -2.285 2.352 0.538 -0.203
H -2.860 0.397 -2.109 -0.018
H -1.303 1.811 -3.758 0.371
H -2.697 -3.357 2.034 0.379
H 2.253 3.636 1.110 0.554
H 2.363 4.869 -0.960 0.331
H -0.919 3.854 -1.454 0.574
H -1.153 0.049 -0.656 -1.159
H 3.647 -0.293 0.883 0.305
H 1.013 -1.690 4.749 0.363
H -0.357 2.402 1.749 -0.069
H -0.061 0.194 1.600 -1.809
H -0.447 3.067 3.370 0.477
H 1.721 -2.655 -1.419 0.238
H -1.541 -0.039 -5.335 0.479
H 4.569 -2.390 0.967 0.230
H -0.008 -4.683 2.721 0.262
H 0.173 3.785 -0.098 0.399
H 2.183 3.137 3.504 0.666
H -3.443 2.086 -3.236 0.252
H -1.123 -3.283 0.207 -1.885
H 3.347 2.278 1.629 0.497
H 0.719 3.490 -3.172 0.315
H -1.885 -3.110 -2.271 0.308
H 2.108 -2.696 -3.142 0.309
H 5.223 -2.634 2.574 0.284
H -3.502 -3.432 -1.563 0.528
H -3.996 -3.476 0.860 0.561
H 1.869 0.774 -1.613 0.430
H -3.886 2.494 1.312 0.452
H -0.323 1.070 3.183 -0.085
H 0.699 -2.390 2.850 -0.166
H -2.737 -1.901 -1.386 0.212
H -3.141 -0.085 -4.140 0.384
H -3.427 0.392 0.403 0.353
H 0.921 -0.005 4.674 0.173
H 2.218 1.385 4.053 0.519
```

***

(2)
The following is a DFT calculation (ωB97M-V with the def2-TZVPD basis set) of a cluster of 12 separate species, C19H62N2O21 in total in a non-equilibrium geometry.

As for the spin multiplicity: 1. The calculation puts the total energy at -66680.2612 eV. As for the SMILES: NC(N)=O.OCCO.OCCO.OCCO.OCCO.OCCO.OCCO.OCCO.OCCO.OCCO.O.O. The calculation puts the HOMO energy at -9.1 eV.

Structure (XYZ):
```
104
Properties=species:S:1:pos:R:3:mulliken_charge:R:1
O -8.932 -18.432 9.427 -0.728
O -11.538 -17.838 11.376 -0.460
O -5.657 -16.964 14.978 -0.499
O -9.617 -20.421 6.284 -0.445
O -7.500 -24.078 7.305 -0.481
O -9.425 -19.111 12.492 -0.809
O -5.393 -14.747 7.091 -0.436
O -12.667 -16.844 14.134 -0.546
O -12.947 -20.583 5.934 -0.455
O -5.167 -15.513 4.473 -0.538
O -3.529 -17.606 12.730 -0.394
O -3.468 -17.461 10.063 -0.555
O -7.351 -22.282 9.899 -0.544
O -6.064 -18.180 10.023 0.715
O -10.310 -16.389 6.140 -0.656
O -8.228 -22.710 4.993 -0.579
O -6.005 -18.188 5.334 -0.240
O -1.090 -18.702 11.195 -0.530
O -10.998 -18.513 7.734 -0.396
O -4.769 -12.940 9.257 -0.579
O -5.812 -20.619 11.643 -0.821
N -8.283 -18.944 14.402 -0.316
N -7.496 -17.989 12.748 -0.137
C -6.497 -18.263 8.654 0.071
C -5.261 -17.872 4.192 -0.479
C -13.203 -19.613 6.921 -0.637
C -4.365 -16.463 12.903 0.127
C -9.774 -21.793 6.584 -0.009
C -12.127 -19.306 8.017 -0.237
C -6.451 -23.877 8.256 -0.729
C -4.832 -14.330 9.334 -0.206
C -4.391 -16.629 4.389 -0.385
C -6.484 -22.455 8.815 0.209
C -12.753 -18.168 11.977 -0.452
C -4.769 -16.022 14.363 -0.763
C -7.926 -18.775 8.469 -0.621
C -8.517 -18.705 13.174 0.729
C -12.734 -18.157 13.543 -0.456
C -1.847 -19.247 10.126 -0.768
C -9.596 -22.606 5.291 -0.926
C -4.411 -15.018 8.018 0.033
C -2.552 -18.154 9.343 -0.205
H -8.819 -19.575 14.980 0.219
H -6.767 -17.558 13.299 0.288
H -2.403 -20.121 10.466 0.289
H -5.770 -14.780 9.658 0.134
H -8.143 -23.584 4.604 0.299
H -1.337 -19.201 11.977 0.336
H -8.189 -18.557 7.433 0.451
H -5.138 -17.943 9.939 -0.175
H -12.960 -19.178 11.624 0.308
H -6.464 -24.623 9.051 0.371
H -3.914 -16.047 15.040 0.445
H -7.330 -23.479 6.574 0.273
H -3.836 -16.685 5.325 0.050
H -13.602 -17.525 11.746 0.385
H -12.512 -16.922 15.078 0.295
H -5.685 -15.546 5.280 0.364
H -3.240 -17.338 10.987 0.196
H -7.497 -18.437 14.782 0.067
H -7.036 -21.602 10.498 0.330
H -12.545 -18.899 8.938 0.260
H -5.524 -22.162 9.240 0.270
H -13.703 -18.513 13.893 0.387
H -11.776 -20.268 8.392 0.328
H -10.837 -18.348 11.788 0.388
H -7.427 -17.751 11.769 -0.226
H -1.101 -19.634 9.433 0.355
H -4.162 -14.574 10.159 0.140
H -3.134 -18.587 8.529 0.280
H -6.441 -17.262 8.226 0.045
H -13.785 -20.893 5.584 0.287
H -9.139 -22.136 7.401 0.339
H -14.081 -20.049 7.399 0.423
H -4.595 -18.648 3.816 0.408
H -5.228 -15.034 14.394 0.299
H -6.613 -21.701 8.039 0.123
H -10.254 -22.267 4.491 0.428
H -3.938 -12.638 9.631 0.390
H -4.882 -20.394 11.628 0.298
H -1.813 -17.464 8.935 0.354
H -10.137 -19.828 6.830 0.167
H -6.211 -19.123 5.259 0.157
H -5.184 -17.592 15.528 0.302
H -9.987 -23.600 5.504 0.404
H -11.933 -18.818 13.873 0.298
H -8.627 -18.783 10.268 0.029
H -3.794 -15.676 12.410 0.202
H -13.500 -18.724 6.365 0.287
H -3.478 -14.591 7.649 0.441
H -4.245 -16.095 8.030 -0.192
H -10.408 -16.978 6.888 0.437
H -6.263 -19.775 11.643 0.343
H -10.789 -21.964 6.943 0.238
H -5.986 -17.702 3.396 0.319
H -3.013 -17.776 13.521 0.245
H -5.536 -23.925 7.666 0.281
H -5.767 -18.848 8.094 0.319
H -5.446 -13.799 7.229 0.285
H -9.407 -16.520 5.848 0.300
H -5.275 -16.576 12.314 0.006
H -7.884 -19.864 8.450 0.030
H -3.542 -16.656 3.705 0.391
H -10.430 -18.572 8.505 0.341
```

***

(3)
The following is a DFT calculation (ωB97M-V with the def2-TZVPD basis set) of a cluster of 13 separate species, C19H65N19O13 in total in a non-equilibrium geometry.

As for the spin multiplicity: 1. The calculation puts the total energy at -75686.3824 eV. The calculation puts the HOMO energy at -9.1 eV.

Structure (XYZ):
```
116
Properties=species:S:1:pos:R:3:mulliken_charge:R:1
O 2.678 -0.484 -5.007 -0.740
O -1.006 -3.821 -3.933 -0.683
O 1.506 -8.518 -0.400 -0.723
O -5.782 3.010 -3.356 -0.485
O 2.545 2.890 2.987 -0.639
O 5.033 -3.923 0.843 -0.657
O 4.627 4.609 -3.153 -0.336
O -0.866 -2.480 0.037 -0.516
O -3.409 0.763 5.686 -0.659
O -1.155 4.417 -2.568 -0.696
O 1.418 -6.184 3.962 -0.485
O -5.471 -5.639 4.347 -0.668
O -1.079 5.942 3.559 -0.684
N 2.864 -3.921 0.651 -0.222
N 0.905 -4.915 -4.159 -0.338
N -6.126 -4.249 5.935 -0.399
N -1.761 -0.504 4.879 -0.299
N 4.266 4.222 2.472 -0.322
N -1.964 3.663 -4.503 -0.360
N -1.435 1.535 5.001 -0.374
N -0.348 -9.344 0.523 -0.384
N 0.663 0.230 -5.573 -0.389
N -2.221 6.664 1.816 -0.377
N -0.286 -7.353 -0.331 -0.357
N 2.657 4.944 -0.945 -0.405
N -0.873 -5.987 -4.552 -0.379
N -5.047 -3.568 3.969 -0.375
N -1.183 4.781 1.704 -0.316
N 4.022 -2.490 -0.498 -0.357
N -0.510 5.241 -4.548 -0.351
N 2.374 1.451 -6.118 -0.397
N 4.418 2.817 4.071 -0.409
C -0.054 -5.229 5.404 -1.009
C -1.171 4.383 -3.792 0.731
C -5.556 -4.514 4.773 0.676
C 3.286 6.097 -1.602 1.099
C 3.693 3.291 3.132 0.575
C 1.951 0.374 -5.563 0.775
C -0.683 -1.245 0.656 -0.071
C -1.463 5.822 2.412 0.666
C -2.367 0.603 5.130 0.699
C 4.575 5.736 -2.312 -0.971
C -5.479 1.341 -1.685 -1.062
C 0.314 -8.453 -0.087 0.718
C 0.060 -5.975 4.079 -0.106
C -0.300 -0.144 -0.330 -1.168
C 4.039 -3.478 0.382 0.614
C 3.405 7.266 -0.762 -1.531
C 4.870 3.319 -2.501 -0.708
C -0.368 -4.851 -4.169 0.707
C -6.509 2.166 -2.496 -0.304
H -2.164 -1.324 5.308 0.160
H -1.098 -2.291 -0.875 0.276
H -0.476 -6.918 4.191 0.223
H -0.571 1.514 4.480 0.148
H -5.162 -2.587 4.180 0.153
H 5.361 3.170 4.148 0.149
H -0.872 -0.492 4.400 0.150
H -1.769 2.438 5.305 0.188
H -0.177 -6.713 -4.645 0.120
H -1.841 -6.144 -4.796 0.213
H -1.098 -7.161 0.238 0.161
H -1.306 -9.265 0.834 0.179
H -1.563 4.643 0.779 0.142
H 3.283 -2.488 -1.186 0.132
H 2.316 5.389 -0.105 0.171
H -2.463 7.551 2.233 0.234
H 4.989 2.578 -3.291 0.256
H 3.840 4.285 1.559 0.199
H 4.057 2.986 -1.856 0.282
H 5.863 3.127 -2.095 0.287
H 3.530 7.134 0.313 0.382
H 1.813 2.064 -6.693 0.165
H -0.592 5.133 -5.549 0.119
H -1.600 -1.059 1.215 0.238
H -0.013 -1.373 1.506 0.225
H -7.190 1.477 -2.995 0.289
H 5.253 4.268 2.681 0.178
H -0.312 -5.380 3.244 0.201
H -6.547 -5.073 6.340 0.237
H -5.906 0.801 -0.839 0.425
H 0.176 -6.585 -0.798 0.169
H 2.069 -3.461 0.231 0.121
H 1.219 -5.841 -4.410 0.164
H 0.113 -10.242 0.528 0.235
H -4.506 -3.783 3.143 0.182
H 4.759 6.416 -3.144 0.281
H 0.133 0.951 -6.040 0.123
H 3.915 2.156 4.646 0.242
H 1.658 -6.945 4.496 0.281
H -2.261 6.584 0.810 0.155
H 4.001 8.079 -1.175 0.369
H -0.020 6.086 -4.294 0.201
H -1.208 0.336 -0.698 0.331
H -5.162 0.475 -2.266 0.275
H 0.401 -5.627 6.312 0.344
H -6.385 3.594 -3.823 0.277
H 1.331 -4.364 -3.428 0.208
H -0.379 4.176 1.790 0.192
H -7.250 2.662 -1.870 0.321
H 2.673 6.448 -2.432 -0.080
H 5.469 5.745 -1.688 0.379
H 3.380 1.530 -6.075 0.238
H 0.293 -4.206 5.258 0.245
H 0.169 0.691 0.190 0.312
H 2.422 7.726 -0.858 0.401
H 0.393 -0.388 -1.135 0.360
H 0.422 -0.681 -5.210 0.227
H 1.895 4.397 -1.320 0.144
H -2.779 3.176 -4.159 0.181
H -1.584 3.399 -5.401 0.152
H 4.870 -2.046 -0.822 0.213
H -4.827 2.059 -1.188 0.274
H 2.763 -4.611 1.381 0.149
H -1.101 -5.189 5.704 0.305
H -6.351 -3.318 6.257 0.198
```